a.
C2H3NS in the gas phase, computed with the ωB97M-V functional and the def2-TZVPD basis.

Structure (XYZ):
```
7
Properties=species:S:1:pos:R:3
S 3.1088 0.0058 0.0780
C 1.5476 0.1055 -0.2196
C 0.1402 0.3369 -0.2230
N 0.3842 -1.1280 -0.1835
H -0.2466 0.9670 0.6674
H -0.2226 0.7520 -1.1487
H 0.5830 -1.6445 0.7495
```

Calculated values
- E_HOMO: -8.58 eV
- SMILES: S=C1CN1
- Frontier orbital gap: 8.23 eV
- Total charge: 0


b.
C2H3NS in the gas phase, computed with the ωB97M-V functional and the def2-TZVPD basis.

Structure (XYZ):
```
7
Properties=species:S:1:pos:R:3
N -1.6530 -1.2231 1.2704
C -0.5582 -0.6609 0.8215
C 0.5505 -0.0664 0.1982
S 0.1328 1.3780 -0.9646
H 1.1314 -0.6348 -0.4460
H 1.3338 0.3162 0.7743
H -0.9373 0.8910 -1.6537
```

Calculated values
- E_HOMO: -9.95 eV
- SMILES: N#CCS
- Frontier orbital gap: 10.19 eV
- Total charge: 0


c.
C2H3NS in the gas phase, computed with the ωB97M-V functional and the def2-TZVPD basis.

Structure (XYZ):
```
7
Properties=species:S:1:pos:R:3
C -1.9270 -1.0236 0.0945
C -0.6769 -1.1621 -0.0086
S 0.8825 -1.5589 -0.2405
N 1.5511 -0.0437 -0.2623
H -2.9224 -0.5568 0.2631
H 1.7660 0.3604 0.5962
H 1.1486 0.4466 -0.9986
```

Calculated values
- E_HOMO: -8.57 eV
- SMILES: C#CSN
- Frontier orbital gap: 9.21 eV
- Total charge: 0


Most stable: b (next structure +0.690 eV)


a.
C7H10N2 in the gas phase, computed with the ωB97M-V functional and the def2-TZVPD basis.

Structure (XYZ):
```
19
Properties=species:S:1:pos:R:3
C -1.3890 -0.5661 0.8356
C -0.4145 -1.5721 0.6670
C 0.3251 -1.4515 -0.6349
N 1.7240 -1.0295 -0.7695
C 0.8178 -0.0979 -1.3130
C 0.6409 1.1784 -0.6208
C 0.8126 1.2209 0.9128
N -0.4120 1.7107 0.2613
C -1.5666 0.7929 0.1665
H -2.0366 -0.8779 1.5732
H -0.2931 -2.4378 1.2891
H -0.0900 -2.2398 -1.3572
H 2.0403 -0.6799 0.1046
H 0.7852 -0.0031 -2.4050
H 0.8970 2.2419 -1.0878
H 1.5398 1.9142 1.5110
H 0.6546 0.0780 1.3369
H -1.6291 0.5228 -0.9874
H -2.4065 1.2959 0.5176
```

Calculated values
- E_HOMO: -8.85 eV
- SMILES: C1=C[C@@H]2N[C@@H]2[C@@H]2CN2C1
- Frontier orbital gap: 9.79 eV
- Total charge: 0


b.
C7H10N2 in the gas phase, computed with the ωB97M-V functional and the def2-TZVPD basis.

Structure (XYZ):
```
19
Properties=species:S:1:pos:R:3
C -2.6820 3.2278 1.9174
N -2.5713 2.1913 1.1889
N -1.8110 2.2360 0.0383
C -1.0857 1.2424 -0.3020
C -0.2075 0.6967 -1.2432
C 0.5023 0.7917 -2.4635
C -0.3794 -0.0073 -0.1062
C -0.0699 -1.1108 0.7988
C 0.9503 -2.0281 0.1361
H -3.3417 3.2005 2.6951
H -1.9142 4.0106 1.8662
H -0.0981 0.6115 -3.3714
H 1.5111 0.2684 -2.5936
H 0.9808 1.7624 -2.5159
H 0.1372 -0.7528 1.7496
H -1.0669 -1.7516 0.8010
H 0.6978 -1.9855 -0.8849
H 0.7920 -3.0788 0.4731
H 2.0172 -1.7893 0.4418
```

Calculated values
- E_HOMO: -7.86 eV
- SMILES: C=N/N=c1/c(C)c1CC
- Frontier orbital gap: 8.61 eV
- Total charge: 0


c.
C7H10N2 in the gas phase, computed with the ωB97M-V functional and the def2-TZVPD basis.

Structure (XYZ):
```
19
Properties=species:S:1:pos:R:3
C -0.8702 -0.4523 -0.2347
C -2.2889 -0.1961 -0.0494
C 0.6297 1.7638 -0.4532
C 1.6379 0.6147 -0.4685
C 0.1331 0.4371 -0.3090
C -3.0973 -1.4729 -0.0034
C 2.6298 0.3737 0.6893
N -2.8004 0.9731 0.1068
N -3.3859 1.9446 0.2416
H -0.8319 -1.5574 -0.2134
H 0.4799 2.4055 0.3043
H 0.5115 2.1728 -1.3710
H 2.2005 0.2567 -1.2734
H -4.2337 -1.2592 -0.1303
H -2.9298 -2.0347 0.8172
H -2.9286 -1.9547 -0.9727
H 3.2359 -0.4075 0.4931
H 2.2361 0.2419 1.6048
H 3.1952 1.1921 0.8786
```

Calculated values
- E_HOMO: -7.40 eV
- Frontier orbital gap: 8.38 eV
- Total charge: 0


d.
A molecular structure, C7H10N2, computed with the ωB97M-V functional and the def2-TZVPD basis.

Structure (XYZ):
```
19
Properties=species:S:1:pos:R:3
C -1.0509 -0.7837 0.4977
C -1.2221 0.5425 -0.2179
C 0.3550 -0.3347 0.9111
C 1.2963 -0.4609 -0.7443
C -2.1130 1.1740 -0.9627
C 1.1003 -0.5442 2.0207
C 0.9706 -1.1590 -1.8115
N 0.0095 1.0489 0.3072
N 0.4474 2.2307 0.3743
H 1.1481 2.2505 1.1231
H -1.7131 -0.8651 1.3609
H -1.1077 -1.6793 -0.1155
H 2.2561 -0.0114 -0.5162
H -1.9502 2.2019 -1.2549
H -3.0363 0.6884 -1.2436
H 1.9608 0.0703 2.2475
H 0.9750 -1.4521 2.5921
H -0.0446 -1.4794 -2.0187
H 1.7187 -1.4374 -2.5494
```

Calculated values
- E_HOMO (alpha / beta): -7.36 / -6.63 eV
- Frontier orbital gap (alpha / beta): 7.37 / 5.98 eV
- Total charge: 0


Most stable: b (next structure +0.270 eV)


a.
12 unconnected molecules or ions with the total composition C33H90O12, computed with the ωB97M-V functional and the def2-TZVPD basis.

Structure (XYZ):
```
135
Properties=species:S:1:pos:R:3
C 15.7647 -12.4132 5.7568
C 17.0435 -13.2906 5.8436
C 18.2650 -12.5352 5.4455
O 17.2757 -13.9043 7.1318
H 14.9151 -13.0168 5.9213
H 15.6662 -11.9397 4.7661
H 15.7973 -11.6002 6.4810
H 16.9372 -14.0610 5.0623
H 19.1069 -13.1932 5.2344
H 18.4672 -11.7337 6.1578
H 18.0351 -12.1278 4.4525
H 16.4479 -14.1813 7.5116
C 11.1651 -19.1610 7.0074
C 10.7719 -19.4860 5.5701
C 10.5883 -20.9174 5.1509
O 9.5939 -18.6867 5.2009
H 11.9878 -19.7288 7.4630
H 10.2555 -19.2758 7.5846
H 11.4528 -18.1075 7.0335
H 11.5596 -19.1258 4.9147
H 11.3358 -21.5520 5.5673
H 10.6927 -21.0255 4.0830
H 9.6171 -21.3036 5.4741
H 8.8001 -19.0800 5.5252
C 17.6196 -16.4804 1.9160
C 17.5058 -17.7336 1.0011
C 16.0917 -18.1615 0.6089
O 18.2784 -17.5451 -0.2168
H 17.2777 -16.7527 2.9003
H 17.0448 -15.6702 1.5128
H 18.7013 -16.1927 1.9980
H 17.9819 -18.5541 1.5529
H 15.4968 -17.4118 0.0911
H 15.4869 -18.4436 1.4770
H 16.1596 -19.1020 0.0821
H 17.7264 -17.0873 -0.8565
C 13.5846 -14.0796 8.8056
C 14.0926 -15.5144 8.8335
C 13.0401 -16.5235 8.5562
O 15.1435 -15.5980 7.7931
H 14.3966 -13.3951 8.9904
H 12.8843 -13.9288 9.6189
H 13.1089 -13.8032 7.8671
H 14.5741 -15.6628 9.8003
H 12.5352 -16.2668 7.6237
H 12.2656 -16.6649 9.2896
H 13.5732 -17.4474 8.3869
H 15.4932 -16.4876 7.9529
C 18.4701 -18.0956 5.6918
C 19.5771 -19.1133 5.6116
C 20.0994 -19.4347 7.0057
O 18.9606 -20.2954 5.0237
H 18.0743 -17.8663 4.7197
H 18.7363 -17.1345 6.1991
H 17.6746 -18.5466 6.2781
H 20.4018 -18.8379 4.9665
H 19.3350 -19.7787 7.7225
H 20.5537 -18.5130 7.4045
H 20.8080 -20.2428 7.0353
H 19.7142 -20.8177 4.7926
C 13.0177 -10.7716 3.3096
C 12.5559 -10.6849 1.9286
C 11.1021 -10.5895 1.7887
O 13.1050 -9.5569 1.2786
H 12.6399 -11.6022 3.8783
H 12.7212 -9.8860 3.8406
H 14.0977 -10.8404 3.4035
H 12.9950 -11.6263 1.4768
H 10.5467 -11.4556 2.1198
H 10.8582 -10.4417 0.7474
H 10.7163 -9.6960 2.2780
H 14.0544 -9.5474 1.3971
C 10.3184 -13.8582 0.3116
C 11.7177 -14.4185 0.5039
C 11.7087 -15.8109 1.0370
O 12.4562 -14.2716 -0.6853
H 9.8918 -14.3909 -0.5417
H 10.4556 -12.8422 -0.0156
H 9.6841 -13.9200 1.1784
H 12.3011 -13.7835 1.2381
H 11.0517 -16.4526 0.3726
H 11.3225 -15.8198 2.0705
H 12.7696 -16.2107 1.0720
H 12.1750 -14.8626 -1.3885
C 12.6595 -19.3168 0.1846
C 12.5902 -20.8070 0.4559
C 13.8956 -21.5564 0.1496
O 12.2691 -21.0509 1.8792
H 11.6605 -18.8437 0.2233
H 13.1056 -19.1135 -0.7686
H 13.2918 -18.8452 0.9703
H 11.7639 -21.2142 -0.0933
H 14.3696 -21.3142 -0.7911
H 13.8248 -22.6359 0.1750
H 14.6325 -21.2728 0.9036
H 12.8128 -20.4685 2.4375
C 15.4502 -16.7629 4.9785
C 14.1318 -16.0603 4.6343
C 14.3117 -15.2911 3.3880
O 13.0780 -17.0257 4.5735
H 15.6292 -17.4868 4.1780
H 15.3636 -17.2364 5.9263
H 16.2526 -15.9998 5.0037
H 13.9138 -15.4575 5.4919
H 15.2148 -14.6799 3.4262
H 13.3862 -14.7632 3.1261
H 14.4960 -15.8903 2.5071
H 12.1912 -16.5793 4.4069
C 15.0574 -21.4614 4.0779
C 14.5157 -20.1900 4.6815
O 13.8904 -19.4511 3.5994
H 15.6825 -22.0310 4.7973
H 15.6271 -21.1468 3.1831
H 14.2693 -22.1282 3.7425
H 15.3036 -19.6155 5.1287
H 13.7554 -20.3414 5.5037
H 13.4368 -18.6237 3.8865
C 10.6815 -13.7722 4.2228
C 9.8989 -15.0026 4.5546
O 10.5777 -16.2115 4.2282
H 10.2117 -12.8622 4.5605
H 10.9161 -13.8111 3.1715
H 11.6371 -13.7755 4.7532
H 8.9294 -15.0081 4.0373
H 9.5791 -14.9852 5.6343
H 9.9584 -16.9604 4.3092
C 17.0186 -12.9300 0.4127
C 15.5884 -13.1723 -0.1514
O 15.0857 -14.4322 0.3053
H 17.4444 -11.9721 0.0666
H 17.7227 -13.7195 0.1502
H 16.9646 -12.9369 1.5106
H 15.6086 -13.0916 -1.2467
H 14.9295 -12.3829 0.2257
H 14.2006 -14.5265 -0.0983
```

Calculated values
- E_HOMO: -9.54 eV
- SMILES: CC(C)O.CC(C)O.CC(C)O.CC(C)O.CC(C)O.CC(C)O.CC(C)O.CC(C)O.CC(C)O.CCO.CCO.CCO
- Frontier orbital gap: 9.96 eV
- Total charge: 0


b.
12 unconnected molecules or ions with the total composition C33H90O12, computed with the ωB97M-V functional and the def2-TZVPD basis.

Structure (XYZ):
```
135
Properties=species:S:1:pos:R:3
C 6.8054 4.9669 -2.0224
C 6.1808 4.8475 -0.6267
C 4.9287 4.0074 -0.3828
O 7.1777 4.3168 0.2180
H 7.1800 4.0334 -2.4423
H 7.7021 5.5824 -2.0956
H 6.0161 5.3205 -2.6858
H 5.9733 5.8072 -0.1534
H 5.0781 2.9439 -0.5688
H 4.1676 4.4611 -1.0177
H 4.6075 4.0839 0.6560
H 7.7434 5.0245 0.5353
C -7.5296 -5.2551 3.9785
C -7.2389 -4.4815 2.6827
C -8.1242 -3.2102 2.5040
O -5.8285 -4.1520 2.5027
H -6.7634 -5.9971 4.2031
H -8.5355 -5.6641 3.8830
H -7.4125 -4.5448 4.7969
H -7.4854 -5.1855 1.8880
H -9.1487 -3.3822 2.8340
H -8.1018 -2.8270 1.4839
H -7.6736 -2.3767 3.0428
H -5.3675 -4.7212 1.8822
C 3.5321 -3.6955 3.1750
C 4.4875 -2.6207 3.6381
C 5.6551 -3.1430 4.4704
O 4.9514 -1.9681 2.4135
H 4.0710 -4.3543 2.4941
H 2.6658 -3.3479 2.6123
H 3.1789 -4.2668 4.0336
H 3.9492 -1.8406 4.1764
H 5.4079 -3.4883 5.4742
H 6.4552 -2.4083 4.5610
H 6.2185 -3.9145 3.9454
H 5.8979 -2.0026 2.5704
C -4.0107 5.8744 -3.1100
C -5.0460 4.7470 -2.9167
C -4.4300 3.3553 -2.5725
O -5.8776 5.0740 -1.8284
H -3.4051 5.6249 -3.9812
H -3.3132 5.8150 -2.2745
H -4.3067 6.9216 -3.1721
H -5.7920 4.5890 -3.6956
H -3.9950 2.8068 -3.4080
H -5.1150 2.6316 -2.1307
H -3.5966 3.4846 -1.8821
H -5.4354 4.6437 -1.0929
C -1.4191 -8.0962 -0.3496
C -1.3784 -7.3385 -1.7466
C 0.0719 -6.8991 -2.1458
O -1.8304 -8.1619 -2.7965
H -0.9813 -9.0895 -0.4488
H -2.3593 -8.5475 -0.0326
H -0.9454 -7.5129 0.4399
H -2.0525 -6.4820 -1.7531
H 0.3772 -6.1768 -1.3888
H 0.0900 -6.3092 -3.0622
H 0.7541 -7.7440 -2.2401
H -1.6764 -7.7033 -3.6257
C 3.8100 2.7235 -7.5549
C 2.9174 3.8695 -6.9884
C 2.3529 3.5708 -5.5341
O 3.8244 5.0337 -6.9563
H 4.4745 2.3384 -6.7815
H 4.5529 3.0934 -8.2616
H 3.2327 1.8822 -7.9383
H 2.1003 3.9546 -7.7047
H 2.8485 2.8272 -4.9099
H 1.3171 3.2361 -5.5895
H 2.2753 4.5701 -5.1058
H 4.0176 5.3086 -7.8556
C 5.8807 -1.3858 -2.9918
C 5.3265 -2.8496 -2.9308
C 4.3639 -2.9374 -4.1035
O 6.5806 -3.4374 -3.2753
H 6.7402 -1.1216 -2.3757
H 5.1247 -0.6521 -2.7120
H 6.2820 -1.0492 -3.9477
H 5.0490 -3.1177 -1.9114
H 4.4512 -2.1564 -4.8587
H 3.4085 -2.6699 -3.6521
H 4.3329 -3.9449 -4.5182
H 6.9542 -3.8425 -2.4892
C -6.4747 2.2271 4.8086
C -7.3045 2.8854 3.6867
C -8.4850 3.6545 4.2392
O -6.4473 3.6095 2.8274
H -7.1344 1.7347 5.5230
H -5.9334 2.9630 5.4032
H -5.9031 1.3493 4.5072
H -7.7729 2.1651 3.0160
H -9.2554 3.8766 3.5008
H -8.1275 4.4794 4.8554
H -9.0163 3.1241 5.0294
H -5.7302 2.9910 2.6701
C -0.2307 0.1449 0.0931
C -1.0810 0.3916 1.3742
C -0.8909 1.8732 1.8840
O -2.4096 0.1687 1.0397
H -0.2523 1.0133 -0.5653
H -0.4309 -0.7782 -0.4510
H 0.8284 -0.0107 0.2986
H -0.7505 -0.3760 2.0740
H 0.0927 1.9616 2.3455
H -1.5054 2.2221 2.7139
H -0.9868 2.6032 1.0803
H -2.6401 -0.7384 1.2531
C -2.3832 -1.5337 -7.9558
C -1.6968 -2.3034 -6.8920
C -2.2986 -1.9208 -5.5181
O -2.0127 -3.7053 -7.0247
H -1.9435 -1.8160 -8.9124
H -2.1167 -0.4795 -7.8800
H -3.4442 -1.7288 -8.1122
H -0.6269 -2.0949 -6.8960
H -3.3548 -1.7540 -5.7296
H -1.9146 -0.9776 -5.1294
H -2.0417 -2.6092 -4.7130
H -2.9638 -3.8350 -7.0126
C 3.8451 2.9232 9.0788
C 3.7072 1.6783 8.2266
C 3.8575 0.3602 8.9955
O 2.5716 1.8507 7.5153
H 4.0506 3.8395 8.5252
H 4.7476 2.7750 9.6719
H 2.9566 3.1113 9.6815
H 4.5056 1.7265 7.4861
H 4.8884 0.0074 9.0251
H 3.2172 -0.3251 8.4401
H 3.3180 0.4617 9.9371
H 2.3152 0.9713 7.2279
O 1.3314 5.7855 5.9297
H 1.5495 4.8810 6.1547
H 0.4107 5.8784 6.1746
```

Calculated values
- E_HOMO: -9.54 eV
- SMILES: CC(C)O.CC(C)O.CC(C)O.CC(C)O.CC(C)O.CC(C)O.CC(C)O.CC(C)O.CC(C)O.CC(C)O.CC(C)O.O
- Frontier orbital gap: 9.51 eV
- Total charge: 0


Most stable: a (next structure +5.094 eV)